1.
Here is a structure of composition C23H31N5O3S from the Open Molecules 2025 dataset. Energies are from ωB97M-V with the def2-TZVPD basis set.

Geometry (Å):
S 1.110 2.727 -1.167
O 5.875 2.144 -1.158
O 1.719 -0.739 0.699
O -2.090 -2.336 -0.843
N 3.996 0.345 -0.214
N 2.554 3.322 -1.563
N 5.111 4.057 -2.092
N 0.098 -2.804 -0.477
N -0.313 0.086 0.189
C 3.136 1.292 -0.596
C -1.051 -2.154 -0.238
C 2.500 -4.675 -1.392
C 0.288 -3.724 -1.577
C -3.052 2.501 -0.482
C 4.947 2.868 -1.482
C -2.219 -0.804 1.570
C -1.766 3.856 1.555
C -2.993 4.305 1.097
C 1.042 0.151 0.159
C -3.338 0.137 3.650
C 1.033 -4.980 -1.102
C -1.195 0.832 -0.679
C -4.302 1.092 2.954
C -3.635 3.624 0.077
C 1.737 1.251 -0.485
C 3.537 2.511 -1.232
C -0.899 -1.080 0.856
C -2.028 -0.055 2.886
C 1.192 -3.098 -2.665
C -1.183 2.733 0.993
C 2.435 -3.990 -2.754
C -1.819 2.046 -0.032
H 3.334 -3.420 -2.980
H 2.896 -3.986 -0.644
H 4.303 4.609 -2.325
H -3.557 1.969 -1.276
H -3.106 0.534 4.641
H 0.711 -5.841 -1.688
H -1.261 4.379 2.353
H 0.676 -3.024 -3.621
H 2.301 -4.742 -3.534
H -2.680 -1.774 1.769
H -1.586 0.923 2.690
H -5.175 1.265 3.578
H 0.930 -2.497 0.014
H -0.712 -3.953 -1.953
H -0.160 -1.420 1.590
H 6.037 4.389 -2.298
H -3.820 2.048 2.763
H 3.629 -0.424 0.328
H -3.822 -0.832 3.787
H 3.121 -5.569 -1.400
H -4.641 0.685 2.006
H -4.595 3.965 -0.281
H -2.895 -0.254 0.920
H -0.649 1.144 -1.577
H -3.448 5.179 1.537
H -1.982 0.151 -1.018
H -0.227 2.388 1.361
H -1.333 -0.617 3.516
H 0.837 -5.184 -0.051
H 4.981 0.555 -0.302
H 1.471 -2.088 -2.359

Energy above the lowest of the compared OMol25 structures with the same formula, charge and spin, eV: 0.7522
HOMO-LUMO gap, eV: 8.11
E, eV: -48785.12466
F_max, eV Å⁻¹: 0.846
HOMO energy, eV: -8.315

From a Löwdin analysis of the wavefunction, the atomic charges in e read: number 1, S, carries 1.108; number 2, O, carries 0.051; number 3, O, carries 0.007; number 4, O, carries 0.070; number 5, N, carries 0.175; number 6, N, carries -0.260; number 7, N, carries 0.176; number 8, N, carries 0.111; number 9, N, carries 0.010; number 10, C, carries -0.271; number 11, C, carries -0.439; number 12, C, carries -0.195; number 13, C, carries -0.284; number 14, C, carries -0.036; number 15, C, carries -0.484; number 16, C, carries -0.132; number 17, C, carries -0.077; number 18, C, carries -0.094; number 19, C, carries -0.427; number 20, C, carries -0.254; number 21, C, carries -0.141; number 22, C, carries -0.130; number 23, C, carries -0.100; number 24, C, carries -0.080; number 25, C, carries -0.300; number 26, C, carries -0.258; number 27, C, carries -0.183; number 28, C, carries -0.199; number 29, C, carries -0.121; number 30, C, carries -0.104; number 31, C, carries -0.192; number 32, C, carries -0.238; number 33, H, carries 0.105; number 34, H, carries 0.108; number 35, H, carries 0.092; number 36, H, carries 0.119; number 37, H, carries 0.104; number 38, H, carries 0.115; number 39, H, carries 0.108; number 40, H, carries 0.109; number 41, H, carries 0.109; number 42, H, carries 0.134; number 43, H, carries 0.092; number 44, H, carries 0.070; number 45, H, carries 0.121; number 46, H, carries 0.142; number 47, H, carries 0.149; number 48, H, carries 0.117; number 49, H, carries 0.059; number 50, H, carries 0.091; number 51, H, carries 0.106; number 52, H, carries 0.106; number 53, H, carries 0.068; number 54, H, carries 0.104; number 55, H, carries 0.103; number 56, H, carries 0.093; number 57, H, carries 0.103; number 58, H, carries 0.130; number 59, H, carries 0.103; number 60, H, carries 0.116; number 61, H, carries 0.113; number 62, H, carries 0.092; number 63, H, carries 0.108

2.
Here is the molecule C23H31NO4 from the Open Molecules 2025 dataset. Energies are from ωB97M-V with the def2-TZVPD basis set.

Geometry (Å):
O 2.061 -1.171 1.922
O -5.271 -1.273 -0.789
O 0.941 1.004 4.638
O 1.906 1.825 2.802
N 0.606 0.112 0.796
C 5.543 -0.972 -1.083
C 4.732 1.295 -1.745
C 4.077 0.333 0.459
C 3.495 0.663 -2.381
C 3.188 -1.699 -0.695
C -3.208 -1.843 0.133
C 1.806 -0.489 0.948
C -0.420 0.059 1.819
C -7.160 -0.140 0.284
C 5.195 0.427 -0.576
C -0.402 1.349 2.667
C 2.370 0.569 -1.345
C -4.153 -0.851 -0.143
C 3.843 -0.733 -2.896
C -8.346 0.777 0.019
C -2.031 -1.532 0.775
C -6.350 -0.383 -0.991
C 4.308 -1.599 -1.726
C -3.872 0.458 0.231
C -2.679 0.761 0.868
C 2.829 -0.299 -0.173
C 0.858 1.362 3.497
C -1.749 -0.223 1.161
H 2.303 -2.157 -1.145
H -9.007 0.342 -0.727
H -6.001 0.566 -1.417
H -1.313 -2.310 0.987
H -4.567 1.258 0.032
H -0.149 -0.783 2.468
H 0.437 0.730 0.019
H 4.392 -0.278 1.307
H 4.554 -2.603 -2.089
H 2.968 -1.185 -3.369
H 6.354 -0.912 -1.812
H 4.632 -0.664 -3.647
H 2.717 1.731 3.327
H 5.883 -1.593 -0.252
H -0.411 2.224 2.017
H 6.079 0.879 -0.112
H -8.009 1.746 -0.346
H -2.494 1.788 1.142
H 2.129 1.578 -0.998
H 4.497 2.302 -1.391
H 3.156 1.286 -3.217
H -1.263 1.355 3.334
H -7.509 -1.103 0.660
H 3.497 -2.321 0.147
H -6.514 0.298 1.048
H -3.430 -2.856 -0.165
H -6.977 -0.880 -1.736
H 1.486 0.135 -1.819
H 5.529 1.378 -2.487
H 3.827 1.330 0.833
H -8.914 0.933 0.932

Energy above the lowest of the compared OMol25 structures with the same formula, charge and spin, eV: 0.1033
HOMO-LUMO gap, eV: 9.04
E, eV: -34036.59654
F_max, eV Å⁻¹: 0.659
HOMO energy, eV: -8.500
Structure (SMILES): CCCOc1ccc([C@H](CC(=O)O)NC(=O)[C@]23C[C@H]4C[C@H](C[C@H](C4)C2)C3)cc1

From a Löwdin analysis of the wavefunction, the atomic charges in e read: number 1, O, carries 0.076; number 2, O, carries -0.043; number 3, O, carries 0.121; number 4, O, carries 0.101; number 5, N, carries 0.136; number 6, C, carries -0.117; number 7, C, carries -0.120; number 8, C, carries -0.081; number 9, C, carries -0.289; number 10, C, carries -0.077; number 11, C, carries 0.008; number 12, C, carries -0.441; number 13, C, carries -0.248; number 14, C, carries -0.233; number 15, C, carries -0.289; number 16, C, carries -0.040; number 17, C, carries -0.098; number 18, C, carries -0.268; number 19, C, carries -0.121; number 20, C, carries -0.107; number 21, C, carries -0.017; number 22, C, carries -0.213; number 23, C, carries -0.290; number 24, C, carries -0.016; number 25, C, carries -0.029; number 26, C, carries -0.340; number 27, C, carries -0.534; number 28, C, carries -0.185; number 29, H, carries 0.134; number 30, H, carries 0.073; number 31, H, carries 0.122; number 32, H, carries 0.123; number 33, H, carries 0.106; number 34, H, carries 0.157; number 35, H, carries 0.134; number 36, H, carries 0.131; number 37, H, carries 0.141; number 38, H, carries 0.120; number 39, H, carries 0.120; number 40, H, carries 0.120; number 41, H, carries 0.137; number 42, H, carries 0.122; number 43, H, carries 0.124; number 44, H, carries 0.141; number 45, H, carries 0.073; number 46, H, carries 0.108; number 47, H, carries 0.127; number 48, H, carries 0.120; number 49, H, carries 0.140; number 50, H, carries 0.136; number 51, H, carries 0.116; number 52, H, carries 0.129; number 53, H, carries 0.104; number 54, H, carries 0.119; number 55, H, carries 0.131; number 56, H, carries 0.129; number 57, H, carries 0.120; number 58, H, carries 0.123; number 59, H, carries 0.071

3.
Here is a structure of composition C23H32BIrN7OS from the Open Molecules 2025 dataset. Energies are from ωB97M-V with the def2-TZVPD basis set.

Geometry (Å):
Ir 0.132 0.140 -0.086
S -0.216 -2.118 -0.468
O -1.898 0.247 -0.080
N 0.224 0.248 1.905
N 0.358 2.188 -0.200
N 1.117 1.097 2.465
N 2.818 1.058 0.662
N 2.184 0.172 -0.148
N 1.110 2.854 0.701
N -2.574 -0.881 -0.375
C 0.418 4.321 -0.795
C 1.031 1.011 3.792
C -3.921 -0.757 -0.420
C -0.047 3.048 -1.136
C 3.479 -1.118 -3.303
C 2.792 -1.434 -1.976
C -4.090 -3.067 -0.964
C 3.196 -2.811 -1.442
C -2.246 2.685 -2.333
C -1.385 -2.559 3.637
C 3.102 -0.383 -0.952
C 0.062 0.088 4.113
C 4.126 1.045 0.387
C 4.357 0.140 -0.626
C -2.724 -3.169 -0.899
C -1.939 -2.048 -0.597
C -2.908 -0.662 2.965
C -0.720 2.595 -2.399
C -0.228 1.204 -2.813
C 1.141 4.150 0.367
C -1.562 -1.350 2.718
C -0.440 -0.376 2.896
C -4.703 -1.834 -0.715
B 2.015 1.989 1.601
H 4.261 -2.830 -1.205
H -4.286 0.237 -0.208
H 1.714 -1.438 -2.136
H -2.682 2.388 -3.288
H -0.672 0.409 -2.187
H 2.648 -3.056 -0.530
H 1.669 1.616 4.414
H -0.549 0.964 -3.828
H -2.634 2.036 -1.549
H -2.562 3.706 -2.121
H -2.177 -3.286 3.451
H -4.688 -3.936 -1.201
H 5.301 -0.111 -1.075
H -0.251 -0.215 5.096
H -3.727 -1.354 2.762
H -0.383 3.293 -3.171
H 0.272 5.235 -1.345
H -2.989 -0.345 4.006
H 3.220 -0.120 -3.659
H 4.803 1.677 0.937
H -0.425 -3.048 3.470
H -1.444 -2.270 4.687
H 1.713 4.852 0.951
H 0.861 1.136 -2.783
H -3.023 0.219 2.332
H -2.216 -4.107 -1.075
H 2.741 2.652 2.276
H -5.775 -1.714 -0.751
H -1.523 -1.708 1.695
H 4.565 -1.165 -3.204
H 2.997 -3.586 -2.182
H 3.184 -1.842 -4.063

Energy above the lowest of the compared OMol25 structures with the same formula, charge and spin, eV: 0.0000
HOMO-LUMO gap, eV: 8.04
E, eV: -51196.96219
Charge: +1
F_max, eV Å⁻¹: 0.254
HOMO energy, eV: -11.187

From a Löwdin analysis of the wavefunction, the atomic charges in e read: number 1, Ir, carries 1.207; number 2, S, carries 0.731; number 3, O, carries -0.297; number 4, N, carries -0.039; number 5, N, carries -0.047; number 6, N, carries -0.002; number 7, N, carries -0.007; number 8, N, carries -0.062; number 9, N, carries -0.001; number 10, N, carries -0.178; number 11, C, carries 0.020; number 12, C, carries -0.024; number 13, C, carries -0.009; number 14, C, carries -0.238; number 15, C, carries -0.054; number 16, C, carries -0.406; number 17, C, carries -0.032; number 18, C, carries -0.058; number 19, C, carries -0.042; number 20, C, carries -0.046; number 21, C, carries -0.253; number 22, C, carries 0.021; number 23, C, carries -0.032; number 24, C, carries 0.015; number 25, C, carries -0.057; number 26, C, carries -0.617; number 27, C, carries -0.043; number 28, C, carries -0.339; number 29, C, carries -0.060; number 30, C, carries -0.029; number 31, C, carries -0.378; number 32, C, carries -0.221; number 33, C, carries -0.026; number 34, B, carries -0.486; number 35, H, carries 0.089; number 36, H, carries 0.147; number 37, H, carries 0.059; number 38, H, carries 0.087; number 39, H, carries 0.031; number 40, H, carries 0.063; number 41, H, carries 0.136; number 42, H, carries 0.101; number 43, H, carries 0.058; number 44, H, carries 0.088; number 45, H, carries 0.086; number 46, H, carries 0.122; number 47, H, carries 0.117; number 48, H, carries 0.119; number 49, H, carries 0.085; number 50, H, carries 0.146; number 51, H, carries 0.116; number 52, H, carries 0.090; number 53, H, carries 0.080; number 54, H, carries 0.134; number 55, H, carries 0.090; number 56, H, carries 0.081; number 57, H, carries 0.134; number 58, H, carries 0.080; number 59, H, carries 0.073; number 60, H, carries 0.119; number 61, H, carries 0.129; number 62, H, carries 0.121; number 63, H, carries 0.054; number 64, H, carries 0.083; number 65, H, carries 0.087; number 66, H, carries 0.086